C20H38Cl3N2O4RuSi as an isolated structure at a distorted geometry, computed with ωB97M-V/def2-TZVPD.

Its HOMO-LUMO gap (spin up / spin down) is 8.004 / 6.291 eV. As for the LUMO energy (spin up / spin down): 0.020 / -0.024 hartree. The energy above the lowest of the compared OMol25 structures with the same formula, charge and spin is 0.0 kcal/mol. As for the multiplicity: 6.

Cartesian coordinates (Å):
C  -1.2298  -4.7406  -0.9328
H  0.6332  -2.1305  -3.1804
H  0.4172  -1.2316  -4.6995
Ru  -0.3657  2.2599  0.3339
H  4.5916  0.4900  -0.6653
H  -1.8259  0.8089  -2.8688
H  0.8430  3.7949  1.7355
H  3.9084  -1.9621  -1.3749
O  1.8468  1.3405  0.4050
H  -3.9564  4.3789  1.4254
H  1.7397  0.8562  -2.2244
C  1.3523  -1.6402  0.8386
Cl  -1.5764  4.0021  -0.4419
H  -0.6830  -5.2063  -1.7610
C  0.6317  0.8688  -2.2707
C  4.5666  1.4420  -0.1144
H  4.0224  2.1934  -0.6991
O  1.0047  3.8563  0.7688
O  -0.5100  -0.4964  -0.0394
C  -0.1640  -1.4439  0.8430
Cl  -0.3371  1.8508  2.5605
C  0.7907  -1.1544  -3.6682
Si  -4.1216  2.1765  0.4102
H  -1.3797  -5.5105  -0.1605
H  1.4080  -1.9536  2.9417
C  3.3509  -2.2936  1.9964
C  4.0444  -2.2886  0.7837
Cl  -2.3210  1.0149  0.1180
H  5.6803  1.7534  2.3103
H  4.3356  1.0069  3.2465
H  -1.7996  -0.9222  -2.3931
C  -0.9780  -2.6643  0.4174
H  -3.9851  2.6439  -2.0572
H  0.3866  4.5592  0.4632
H  -5.8782  0.4446  0.0723
C  4.8877  0.9935  2.2954
H  -1.6372  -0.4744  -4.1169
C  2.6366  1.2717  1.3686
N  0.0516  -0.1116  -2.9729
H  3.8513  -2.5808  2.9204
H  5.3583  0.0065  2.1649
C  -4.5906  2.9810  -1.2071
H  -6.2956  1.7005  1.2818
N  3.9693  1.2841  1.2044
H  2.2972  1.1889  2.4147
H  5.5970  1.7738  0.0398
O  -0.0486  1.7809  -1.7376
H  -0.4658  -1.2156  1.8820
H  5.1026  -2.5725  0.7485
H  1.8617  -0.9200  -3.6770
C  -3.7662  3.3603  1.7961
C  -0.4576  -3.5809  -0.4054
H  -2.7974  -1.6596  0.8884
C  -5.4989  1.0247  0.9243
H  1.4822  -1.2895  -1.2642
H  -5.6488  2.7532  -1.4024
H  -4.4688  3.1292  2.6143
H  0.5885  -3.5223  -0.7162
C  3.3925  -1.9372  -0.4056
H  -2.4404  -3.0352  1.9507
C  -2.3859  -2.6754  0.9111
H  -2.7345  3.2891  2.1740
H  -5.2086  0.3476  1.7371
H  -2.2213  -4.4491  -1.3089
C  -1.4003  -0.1730  -3.0912
C  2.0004  -1.9552  2.0250
H  -4.4761  4.0644  -1.0869
H  -3.0213  -3.3217  0.2967
C  2.0446  -1.5788  -0.3652

Atomic forces in eV per Å
-0.2 -0.5 -0.4
0.1 0.3 -0.1
0.2 0.1 0.2
1.9 -3.4 -0.9
-0.1 0.3 0.2
0.1 -0.3 0.0
0.4 0.2 -0.3
0.0 0.0 0.5
1.0 0.2 0.9
0.1 -0.2 0.3
-0.5 -0.1 0.1
-0.8 -0.5 0.3
-1.2 2.4 -0.9
-0.2 0.0 0.1
-0.9 -0.1 -0.1
0.0 -0.1 -0.1
0.1 -0.2 0.2
0.7 2.0 0.9
0.2 1.5 -1.0
0.6 -0.2 0.2
0.0 -0.2 2.2
0.0 -0.1 0.1
0.6 -0.2 -0.2
0.0 0.1 -0.2
0.3 -0.1 -0.1
0.1 0.1 0.0
0.3 -0.1 -0.2
-4.1 -0.9 0.0
-0.2 -0.1 0.1
0.3 0.0 -0.3
0.1 0.3 -0.1
1.0 -0.4 -0.1
-0.1 0.1 0.2
0.5 -0.1 0.1
0.0 0.1 0.3
-0.1 0.0 0.1
0.0 0.1 0.1
-0.2 -0.2 -1.1
0.4 0.6 -0.1
0.0 0.1 -0.2
-0.2 0.2 0.0
-0.3 0.1 0.0
0.1 -0.3 -0.1
-0.1 -0.1 0.1
0.0 0.0 -0.3
-0.1 0.0 -0.1
1.2 -0.7 -1.1
0.0 0.1 0.2
-0.4 0.1 0.1
-0.3 -0.1 0.0
-0.2 0.1 0.3
-0.2 0.3 0.3
0.1 -0.1 0.0
0.1 0.0 -0.1
0.4 -0.3 0.6
0.2 0.1 -0.1
0.3 0.2 -0.1
-0.3 0.1 0.2
-0.3 0.1 0.0
0.0 0.1 -0.2
-0.3 0.0 0.0
-0.5 0.1 -0.1
-0.1 0.2 -0.2
0.2 -0.1 0.1
-0.1 -0.2 0.1
0.2 -0.1 -0.3
0.0 -0.2 -0.2
0.0 0.1 0.2
0.3 -0.2 -0.2